(1)
Formula: C33H69NO3PSi
Source: the OMol25 dataset
Level of theory: ωB97M-V/def2-TZVPD

Output
2S+1 = 1
HOMO level = -11.284 eV
F_max = 2.197 eV/Å
Charge = +1

Each line ends with the Mulliken charge.
Positions of all 108 atoms, in Å:
1 O 2.0808 8.4012 3.0647  -0.5938
2 H 1.1533 2.5539 -1.2805  0.4719
3 H 1.5510 -3.8440 1.7661  0.2390
4 H 0.6306 -3.1722 -2.8040  0.3829
5 H -2.7226 -0.5057 -2.9729  0.3841
6 O 1.1519 7.9312 1.1219  -0.3466
7 C -0.9184 -1.6887 -2.9560  0.8523
8 H -2.2183 5.1697 2.5384  0.2744
9 H -2.8090 -1.9276 1.0113  0.7620
10 H -2.5311 -1.5236 -4.4009  0.3612
11 H -0.2732 -6.0180 2.9266  0.4720
12 H -0.5734 -6.9004 0.7788  0.3213
13 H 0.0296 -2.6654 0.4036  -0.6508
14 H -1.5927 1.4162 -0.1345  0.0557
15 O 1.4005 4.1069 4.1576  -0.5767
16 H -0.7608 -1.4620 -1.9004  -0.7577
17 H 3.0661 3.9417 -0.0777  -0.4447
18 C 1.5796 7.7617 -0.2247  -1.1348
19 C -0.0209 -5.3212 2.1253  0.1631
20 C -0.5718 -1.5640 2.1649  -1.7305
21 H -0.2146 -3.1588 -4.3316  0.4489
22 H 1.9303 1.1776 -0.5573  0.4149
23 H 1.6533 5.6458 -0.4769  -1.1649
24 H -0.3485 4.1740 -1.4215  0.6036
25 C -0.7239 4.6564 -0.5207  -0.7608
26 H -2.2062 -4.2398 -3.3077  0.5297
27 C 6.1874 2.7049 1.8987  -1.4024
28 C -2.1077 -2.2317 0.2317  -0.6963
29 H -0.3150 -0.9560 -3.4948  0.5604
30 C 0.9853 2.3745 0.9389  0.5355
31 C -0.4073 6.1814 -0.5628  -1.3487
32 C -2.3848 -1.4823 -3.3204  -1.4022
33 C 3.1048 2.9070 -0.4086  -0.2197
34 H 4.1654 7.1724 1.7286  0.4987
35 H 0.4451 1.4406 1.1107  -0.4883
36 C -2.4578 -6.2771 -1.1664  -1.4895
37 H -2.3780 -1.6106 -0.6225  -0.1257
38 C -0.3628 -3.0833 -3.2519  -1.2168
39 H -1.0594 6.6101 -1.3224  0.6313
40 H 6.2502 2.0590 2.7681  0.3228
41 H -0.3505 -0.9848 0.1373  -0.3398
42 H 1.2609 6.5071 -1.9398  0.5720
43 H -2.6641 -6.5050 -0.1154  0.5474
44 H -3.4256 4.0512 3.0819  0.4551
45 H -1.5558 2.2502 2.5953  0.1348
46 H 2.6582 7.8223 -0.3491  0.4680
47 C -2.4221 -3.6962 -0.1160  -1.3220
48 C -2.5364 1.9496 -0.2243  -1.0072
49 C -2.9557 2.7140 1.0438  -1.2119
50 C -1.2213 -4.2899 -2.8391  -0.6136
51 H 1.0123 -3.9540 3.4422  0.4020
52 C 0.1720 -5.2961 -0.4615  -1.1803
53 H 6.6731 2.2831 1.0237  0.3538
54 C -1.9512 -7.5728 -1.8171  -0.8010
55 H -1.8118 4.6035 -0.5831  0.5738
56 C -0.6773 -1.8790 0.6739  1.5857
57 H 4.1231 3.0999 2.4445  0.1560
58 H -0.8742 -4.6450 2.0317  -0.2426
59 C -2.3525 4.1819 2.9745  -1.6571
60 C 0.9225 4.6030 3.1883  0.5074
61 N 0.4665 5.0413 2.1460  -0.0827
62 H 2.0431 -5.2119 2.7702  0.4265
63 H -1.0405 -7.0722 -3.7246  0.2411
64 H -3.9967 -7.8676 -3.8442  0.3678
65 H -2.6131 -8.3734 -1.4802  0.5028
66 H -3.5662 3.5905 0.8415  0.4133
67 Si -0.2596 3.7929 1.0889  -0.7245
68 C 1.7269 2.2414 -0.4104  -0.9393
69 C 3.2024 6.7012 1.8939  -0.3795
70 H 1.1447 8.5874 -0.7848  0.4469
71 H -2.6172 -4.2344 0.8166  0.7749
72 C 4.1344 2.1545 0.4709  -0.8948
73 H 6.7517 3.5993 2.1516  0.3781
74 C -3.1699 -7.1893 -4.0590  -1.2627
75 H 0.4678 -1.4088 2.4538  0.4412
76 C 1.2187 -4.5346 2.5441  -1.4015
77 H -0.9603 -7.8175 -1.4253  0.2367
78 H 3.2625 6.1500 2.8249  0.3725
79 H 3.0071 5.9996 1.0905  -0.1736
80 H 4.7791 4.0983 1.1729  0.1256
81 C -1.7880 3.1198 1.9778  1.1471
82 C 1.0556 6.4707 -0.8736  1.0665
83 H -3.0137 -7.1834 -5.1372  0.3640
84 C 0.1879 -6.1185 0.8364  -1.0940
85 H -3.4293 -5.9925 -1.5788  0.7550
86 H -1.6920 -8.6720 -3.6249  0.4516
87 P -1.4193 -4.7935 -1.1287  1.2467
88 H -0.7270 6.5995 0.3857  0.3598
89 H 1.1461 -6.6367 0.8999  0.5615
90 H -0.7259 -5.1441 -3.3077  0.0692
91 H -1.1179 -0.6488 2.3996  0.3170
92 H -3.3976 -3.6859 -0.6180  0.6390
93 C 2.1179 7.7425 2.0602  0.4296
94 H 0.8481 -4.4417 -0.3859  0.7260
95 C -1.8969 -7.6362 -3.3481  -0.3915
96 H 1.7530 2.3958 1.7141  0.5490
97 H -3.0391 -2.2268 -2.8602  0.3010
98 H -3.3047 1.2038 -0.4326  0.4596
99 H -2.5620 2.6095 -1.0836  0.3797
100 H -0.9819 -2.3683 2.7791  0.3893
101 C 4.7348 3.0774 1.5432  0.1282
102 H -1.8655 4.1183 3.9383  0.4052
103 H 4.9717 1.8987 -0.1735  0.4751
104 H 0.6132 -5.9225 -1.2462  0.6578
105 H 3.7404 1.2393 0.9066  0.3445
106 H -3.5882 2.0451 1.6266  0.5262
107 H -3.4763 -6.1808 -3.7754  0.2556
108 H 3.4447 2.8879 -1.4417  0.4971



(2)
Formula: C29H55AlCaCl3N5O11S
Source: the OMol25 dataset
Level of theory: ωB97M-V/def2-TZVPD

Output
2S+1 = 1
HOMO level = -10.508 eV
F_max = 6.175 eV/Å
Charge = +2

Each line ends with the Mulliken charge.
Positions of all 106 atoms, in Å:
1 C -1.0860 -2.1540 -2.8740  -0.0353
2 H -4.0486 -2.5129 -2.2481  0.1117
3 H -1.6138 -2.6940 0.0550  -0.2354
4 H -3.7186 -5.2617 -2.4429  0.2263
5 O 1.1234 2.8976 3.4150  -0.4476
6 H 2.9033 6.0654 -2.8242  0.0114
7 H 2.3951 -3.3419 1.6376  0.5932
8 H -1.1782 -2.6528 -3.8978  0.2588
9 H -2.1937 -7.6466 -2.2039  0.2894
10 N 2.6083 -0.5465 -3.2564  0.0336
11 H -1.8822 3.2291 1.4369  0.3660
12 C 1.3969 -2.7782 1.5684  0.4943
13 H -1.6962 -1.6733 1.9798  0.3496
14 N 2.4887 -1.8145 -3.8064  -0.0096
15 H 0.1297 5.4231 2.8529  0.2775
16 O 4.1042 -2.0797 -2.1514  -0.1570
17 C 0.3145 -3.6056 0.7203  -0.8519
18 H -2.6647 -7.8574 -4.6629  0.4153
19 H 2.9754 1.4011 4.2472  0.2083
20 S 4.2938 0.4850 -1.0248  -0.0636
21 H 0.0873 -3.0995 3.3788  0.5626
22 O 2.3448 4.6864 0.3019  -0.5187
23 H 1.7579 -2.3968 3.7775  0.2698
24 H -5.9851 0.0262 0.0749  0.3848
25 H 2.2095 2.3176 1.6220  -0.3587
26 H -0.1775 -1.6060 -0.2750  0.2346
27 N 3.5368 9.1666 -3.4057  -0.3732
28 O -3.0134 -5.7842 -2.0373  -0.4429
29 H -0.2376 -1.3732 -2.9725  -0.1712
30 H 1.5639 -1.7862 0.9971  -0.6114
31 O -1.2499 7.5871 2.9541  -0.2100
32 C -1.1439 -0.7099 2.2860  -0.1745
33 H 3.3536 -1.4229 2.7350  0.2034
34 C 4.2676 0.4755 1.9072  -0.7164
35 N -1.4553 3.2625 2.3887  -0.2949
36 C 2.5437 0.3709 3.9836  -0.8532
37 H -4.3380 -8.7513 -2.9050  0.4058
38 H 4.5469 -0.5873 3.8417  0.3532
39 H 3.4752 -1.1521 0.5999  0.4742
40 C -4.3273 -7.7599 -2.4460  -1.3440
41 C 3.6589 -0.3971 3.1244  -0.4992
42 H -3.3257 -2.6086 -3.9447  0.2692
43 H 5.4055 0.1919 1.8622  0.4395
44 N 0.4919 1.7343 3.1074  0.3908
45 H 4.5460 6.1116 -3.5004  0.3168
46 H 2.4221 -0.1731 4.9986  0.4690
47 H -1.5821 -6.0917 -0.1531  0.2478
48 H 1.7450 6.2616 2.2749  0.3267
49 H 0.8924 -4.3871 0.0997  0.2655
50 Cl 5.8234 -1.5909 0.9558  -0.4510
51 H -2.5701 9.0634 3.5231  0.3460
52 C 3.3605 -2.7305 -3.1590  -0.0454
53 H -2.2154 3.2949 3.0829  0.3185
54 C 1.6443 2.7963 -3.4635  0.8078
55 H -4.9933 -0.5718 -1.2790  0.0331
56 H -2.7649 0.8014 1.6373  0.4780
57 C 3.6811 8.0273 -3.1340  0.2132
58 H -2.1365 7.8622 4.7922  0.1227
59 H 4.2810 6.4883 -1.7839  0.2368
60 C 1.0979 0.4113 3.3182  0.2323
61 H -3.4688 -6.2737 -4.6315  0.3336
62 H -4.1838 -1.0822 -3.3909  0.2433
63 H 4.1115 1.5836 2.1386  0.3063
64 H -1.7465 -6.3809 -4.2991  0.3078
65 C 0.8619 -2.3303 3.0506  -1.2602
66 C -5.6552 -0.8605 -0.4644  -0.1303
67 H -0.4063 -4.2137 1.3807  0.4577
68 C 0.2980 -0.8459 2.8989  0.8197
69 C -0.8462 1.9077 2.5480  -0.0154
70 C -2.7025 -6.8920 -4.1527  -1.3865
71 H -5.1496 -7.1716 -2.8658  0.3448
72 O 2.3180 2.6495 -4.4773  -0.4017
73 Al 1.6031 -1.4458 -5.7121  0.4997
74 H -0.4876 8.1380 3.2114  0.1331
75 H -0.4447 -6.9404 0.3949  0.3207
76 C 3.4762 0.0015 0.5710  -0.9325
77 H -3.2269 7.4039 3.4590  0.3754
78 C 0.8130 5.6740 1.9634  -1.2593
79 H 0.2627 6.3201 1.1782  0.3027
80 O -3.9227 3.8020 1.2058  -0.7343
81 O 1.8004 3.7026 -2.6180  -0.3834
82 H 1.9892 4.6139 -0.6083  0.3546
83 O -1.2148 -6.4290 0.6720  -0.6361
84 C 3.8648 6.5802 -2.7885  -0.3923
85 H 0.4742 -3.6141 -2.1785  0.2200
86 C 1.9685 3.2488 2.2637  -0.1893
87 H -1.3088 -4.1409 -1.8693  -0.1689
88 H 0.4543 3.8201 0.6871  0.3623
89 Cl -4.7705 -1.9136 0.6480  -0.1511
90 H 3.5458 -3.8425 -3.2958  0.4037
91 C -1.7231 0.7100 2.0904  -0.9498
92 C -0.5639 -3.2720 -1.8274  0.0870
93 Ca -1.0900 9.3066 5.0195  1.2182
94 C -2.9941 -7.0653 -2.6704  0.4840
95 H -4.5757 4.3502 1.6364  0.1840
96 H 2.3983 0.3987 0.6707  0.3913
97 Cl -7.0667 -1.6834 -1.1359  -0.1467
98 C 1.3235 4.3200 1.2637  0.4269
99 C 3.5937 -0.7322 -2.2517  0.0707
100 C -0.5208 -2.7090 -0.3247  0.0533
101 O -2.2574 -1.4412 -2.4307  -0.2003
102 O 0.6976 2.0599 -3.1191  -0.3030
103 H -4.5289 -7.8672 -1.3769  0.3341
104 H 2.9794 3.6163 2.6703  0.5920
105 C -2.3585 8.0045 3.7275  -0.5055
106 C -3.4740 -1.9253 -3.0429  -0.6519



(3)
Formula: C34H36ClIrN4O6PS3Se2
Source: the OMol25 dataset
Level of theory: ωB97M-V/def2-TZVPD

Output
2S+1 = 2
Expectation value of S² = 0.755
HOMO level (alpha / beta) = -8.225 / -8.219 eV
F_max = 1.837 eV/Å
Relative energy (zero: lowest compared OMol25 entry of this formula, charge and spin) = 15.9 kJ/mol

Each line ends with the Mulliken spin population.
Positions of all 88 atoms, in Å:
1 N -1.6487 -1.3323 3.7081  0.3766
2 C -3.5580 -3.9992 -0.4547  -0.0009
3 C 0.4676 2.7763 -4.1084  -0.0007
4 C -3.4015 -4.4408 -1.7609  0.0009
5 H -2.0144 -4.6523 -3.3929  0.0000
6 C -2.5090 -3.3808 0.2021  0.0081
7 H 7.7053 -1.5549 2.8416  0.0000
8 C 4.9003 3.0883 -0.0776  -0.0001
9 O 0.3256 4.7255 -5.8527  0.0000
10 H 1.4099 4.6468 -1.9523  0.0000
11 C -5.4893 -1.5005 1.7368  -0.0027
12 N -0.4336 -0.5737 -1.7485  0.0000
13 C -2.1768 -4.2882 -2.3878  -0.0005
14 C 6.6483 -1.7600 2.9470  -0.0001
15 C 4.3599 -1.1943 2.4716  0.0012
16 N -0.7066 3.5093 -1.3084  0.0004
17 H -4.2168 -4.9222 -2.2846  0.0000
18 H -3.2125 2.2526 1.7015  0.0002
19 O -1.5331 -1.4603 2.5122  0.3224
20 H -8.2839 -1.6706 0.3146  0.0000
21 H 5.0768 4.0468 3.1675  0.0000
22 H -5.9381 -1.8623 2.6541  0.0000
23 C -3.6869 -0.3790 0.6280  0.0010
24 H -2.6299 -3.0562 1.2245  -0.0075
25 H -3.9019 -0.1461 -1.4911  0.0002
26 H -0.7451 4.1251 -2.1309  0.0001
27 S 0.7858 4.4909 -4.5089  0.0000
28 Se 1.2043 -0.1731 2.6398  0.0265
29 H -7.5135 -3.1019 -0.3554  0.0000
30 C -5.5539 -1.2055 -0.6313  -0.0003
31 C -1.2608 -3.1839 -0.4036  0.0065
32 H -0.2148 -2.8302 1.4029  0.0049
33 S 0.7525 2.0786 0.4789  0.0053
34 O -2.3240 1.3392 -0.6993  0.0018
35 H -1.4474 2.8487 -1.1238  -0.0002
36 C -7.4788 -2.3911 0.4707  -0.0003
37 P 3.1438 -0.1750 1.6186  -0.0013
38 O -0.0258 5.1507 -3.4635  0.0000
39 C 5.1844 3.8750 1.0309  0.0005
40 H -1.4226 2.2538 1.9468  -0.0022
41 H 5.6573 4.8393 0.9000  0.0000
42 H -3.7967 -0.7176 2.7551  -0.0001
43 C -0.1037 0.4957 -2.6751  0.0018
44 O -1.2948 -0.4165 4.3615  0.1965
45 H 5.1494 3.4375 -1.0729  0.0001
46 H -2.4372 1.0914 2.8428  0.0075
47 Ir 0.1206 -0.4568 0.3565  0.0338
48 H -1.6377 2.9086 -4.4739  0.0001
49 H 2.5145 2.3499 -3.7206  -0.0001
50 Se 2.4368 -1.0878 -0.2273  -0.0007
51 H -7.6851 -2.9276 1.3955  0.0000
52 H 0.8044 -3.0407 -0.0033  -0.0002
53 C -4.2680 -0.8483 1.7974  0.0012
54 C -1.1328 -3.6849 -1.7028  0.0018
55 N 1.4999 4.0196 -1.1528  0.0002
56 H 4.5298 -3.9618 4.4107  0.0000
57 O 2.2085 4.6637 -4.2613  0.0000
58 H -1.4398 -0.7114 -1.7903  -0.0003
59 C 4.2770 1.8592 0.0862  -0.0008
60 C 1.4977 1.9951 -3.6169  -0.0002
61 H -0.0208 -1.4423 -2.0847  -0.0007
62 H 2.8719 -2.4937 3.3098  0.0002
63 H -6.0496 -1.3365 -1.5857  0.0000
64 Cl 0.4184 -3.6188 -2.5236  0.0000
65 H -4.5004 -4.1402 0.0595  0.0000
66 C -6.1488 -1.6937 0.5270  0.0007
67 C 0.4772 3.2549 -0.7913  -0.0004
68 H 2.4171 3.7612 -0.8370  0.0001
69 H 6.9447 -3.4922 4.1727  0.0000
70 C 4.8601 3.4303 2.3054  -0.0001
71 C -4.3363 -0.5497 -0.5873  -0.0004
72 C -0.1159 -2.5835 0.3495  0.0024
73 C 3.9313 -2.2922 3.2147  0.0001
74 H 2.0169 0.2737 -2.4578  0.0001
75 C 3.9571 1.4141 1.3629  0.0012
76 H 6.0575 -0.0743 1.7634  0.0004
77 H 4.0208 1.2550 -0.7755  0.0001
78 C 4.8627 -3.1135 3.8276  -0.0003
79 H -2.1563 0.8583 -3.1876  -0.0003
80 C 1.2142 0.8456 -2.8984  -0.0011
81 C -2.3301 1.6518 1.9175  -0.0027
82 C -0.8408 2.3167 -4.0414  0.0006
83 C -1.1286 1.1716 -3.3216  -0.0001
84 S -2.1430 0.5439 0.5364  0.0186
85 C 6.2191 -2.8481 3.6931  0.0008
86 C 5.7216 -0.9283 2.3374  0.0001
87 H 3.9917 1.8533 3.4696  0.0001
88 C 4.2514 2.1968 2.4748  0.0002



> Among the records above, which one has the highest 2S+1?

C34H36ClIrN4O6PS3Se2



> Which value of 2S+1 does entry 3 give?

2



> What is the formula in the third record?

C34H36ClIrN4O6PS3Se2